1.
C5H12O | ωB97M-V/def2-TZVPD

The calculation puts the energy above the lowest of the compared OMol25 structures with the same formula, charge and spin at 23.9 kcal per mole. Its lowest unoccupied orbital energy is 0.988 eV. The value obtained for the gap between HOMO and LUMO is 10.81 eV. As for the SMILES: CC(C)CCO.

Structure (XYZ):
```
18
Properties=species:S:1:pos:R:3:mulliken_charge:R:1
C 0.39 -0.21 -2.01 -1.435
H -1.09 1.31 1.48 0.316
H -0.40 0.31 -2.57 0.364
C -1.07 0.24 1.53 -0.366
H 2.29 1.31 -0.21 0.370
H -0.42 -1.46 0.42 0.334
H 0.06 1.43 -0.57 0.234
H 0.32 -1.29 -1.98 0.332
H 1.35 0.06 -2.47 0.420
C -0.70 -0.42 0.19 -0.780
C 0.38 0.37 -0.57 0.658
H -1.58 -0.47 -0.47 0.334
H 1.87 0.39 1.13 0.399
O -2.40 -0.11 1.88 -0.583
H 2.32 -0.61 -0.05 0.363
C 1.82 0.36 0.03 -1.474
H -2.70 -1.04 1.90 0.301
H -0.42 -0.18 2.33 0.214
```


2.
C4H4O2 | ωB97M-V/def2-TZVPD

The calculation puts the energy above the lowest of the compared OMol25 structures with the same formula, charge and spin at 44.8 kcal per mole. Its lowest unoccupied orbital energy is 0.471 eV. The value obtained for the gap between HOMO and LUMO is 10.28 eV. As for the SMILES: C=C[C@H]1OC1=O.

Structure (XYZ):
```
10
Properties=species:S:1:pos:R:3:mulliken_charge:R:1
H 0.60 0.92 1.57 0.442
O 1.71 -1.84 1.34 -0.522
C -0.21 0.82 -0.49 -0.091
C -0.71 0.14 -1.50 -0.680
H -0.70 -0.92 -1.37 0.248
C 0.29 0.33 0.79 -0.136
H -0.35 1.95 -0.42 0.219
H -1.08 0.54 -2.43 0.269
C 0.84 -1.04 1.16 0.578
O -0.41 -0.89 1.37 -0.327
```


3.
C3H7NO | ωB97M-V/def2-TZVPD

The calculation puts the energy above the lowest of the compared OMol25 structures with the same formula, charge and spin at 77.1 kcal per mole. Its lowest unoccupied orbital energy is 1.029 eV. The value obtained for the gap between HOMO and LUMO is 9.74 eV. As for the SMILES: C=C(C)ON.

Structure (XYZ):
```
12
Properties=species:S:1:pos:R:3:mulliken_charge:R:1
H 2.32 -0.23 0.16 0.300
H -1.89 -0.07 1.96 0.243
O -0.06 -0.28 1.06 -0.260
N -1.53 -0.75 1.29 -0.510
H -1.41 -1.63 1.78 0.255
H -0.41 0.48 -2.19 0.263
C 1.68 0.50 -0.32 -1.057
H -1.75 -0.20 -1.12 0.363
C -0.73 0.10 -1.23 -0.855
H 1.75 1.46 0.19 0.263
H 1.92 0.58 -1.37 0.336
C 0.11 0.04 -0.22 0.660
```


4.
C21H43MnN2P3Se | ωB97M-V/def2-TZVPD

As for the spin multiplicity: 4. Its lowest unoccupied orbital energy (alpha / beta) is -15.518 / -15.215 eV. The value obtained for the gap between HOMO and LUMO (alpha / beta) is 4.30 / 4.62 eV. The net charge is +4.

Structure (XYZ):
```
71
Properties=species:S:1:pos:R:3:mulliken_charge:R:1
H -0.71 2.82 2.52 0.651
C 0.76 1.91 -6.69 -0.245
H 4.00 0.36 -1.86 0.513
H 0.94 2.93 -7.01 0.402
H 1.43 2.52 2.46 0.592
H -1.05 -4.43 -0.15 0.521
C -0.35 -2.56 2.40 -0.102
H 2.28 -2.07 -2.91 0.306
H 2.44 1.18 -2.07 0.058
C 0.11 0.32 -4.98 1.075
C 3.06 -1.35 0.77 -1.325
N -0.51 -2.67 1.08 0.684
H 0.37 -1.90 -3.44 0.375
H 3.32 1.30 -0.51 0.364
C -0.58 -2.73 -1.57 -0.761
H 0.17 -0.51 2.72 -0.640
H 0.73 -1.70 3.98 0.527
H -1.35 -1.55 -3.14 0.464
C 1.03 0.88 -7.57 -0.766
C -3.42 -0.47 0.96 -1.266
Se 0.00 3.10 -4.21 0.362
C 0.77 -0.44 -7.19 -0.670
H -2.90 2.20 -0.31 0.348
H 3.92 -1.97 -2.20 0.535
C 2.85 -2.14 -1.98 -1.332
H -0.55 -3.92 4.00 0.258
H 0.21 -3.43 -1.31 0.843
H -4.64 -0.71 -1.80 0.537
H 2.42 -2.04 1.34 0.303
C -0.88 -4.68 2.01 -0.811
N -0.58 -3.76 2.99 0.009
C -0.08 -1.42 3.28 -0.810
C 1.63 1.63 1.84 -1.254
H 3.26 -0.48 1.39 0.398
H 1.14 2.82 -0.83 0.354
H -1.58 -3.18 -1.63 0.436
H 2.51 1.78 1.22 0.406
H 4.01 -1.86 0.53 0.479
P -2.56 -0.23 -0.64 0.923
C -1.13 1.92 2.03 -1.337
H -3.00 0.16 1.74 0.278
H 1.37 3.02 -3.71 0.274
C -0.37 -1.70 -2.64 -0.924
H 0.26 3.72 0.46 0.479
H -1.09 -5.71 2.19 0.436
H -0.61 2.92 -0.90 0.291
H -2.08 2.17 1.55 0.445
C 0.32 -0.71 -5.88 -0.500
C -3.04 1.48 -1.12 -1.136
H -3.24 -1.30 -2.74 0.436
Mn -0.21 -1.10 -0.70 0.422
C 3.07 0.64 -1.35 -0.965
H 1.46 1.06 -8.56 0.417
H -1.32 1.15 2.79 0.330
H -3.32 -1.52 1.26 0.400
C 0.34 1.64 -5.38 -0.083
H -4.11 1.49 -1.40 0.552
H -3.79 -2.22 -1.32 0.420
H -0.21 0.11 -3.96 -0.275
H 0.09 -1.71 -5.58 0.521
C -3.66 -1.21 -1.73 -1.445
H -2.46 1.80 -2.00 0.227
C 0.24 2.86 -0.22 -1.267
H 1.83 0.78 2.50 0.398
H -0.97 -1.25 3.91 0.509
H 0.98 -1.27 -7.83 0.439
C -0.85 -4.01 0.83 -0.625
P 2.22 -0.89 -0.79 1.077
H -4.48 -0.21 0.84 0.498
P 0.13 1.34 0.80 0.553
H 2.72 -3.15 -1.56 0.419
```


no.,molar mass (g mol⁻¹),F_max (Eh/bohr)
1,88.1,0.0567
2,84.1,0.0756
3,73.1,0.0792
4,550.4,0.0854